1.
28
Properties=species:S:1:pos:R:3:lowdin_charge:R:1 method="wB97M-V/def2-TZVPD" lumo_ev="-5.27 / -5.69" e_tot_ev=-16998.7545 homo_energy_ev="-12.87 / -12.90" relative_energy_ev=6.329 charge=+1
C 1.909 -1.212 -0.056 0.01
C 3.198 -1.733 0.188 -0.10
C 4.123 0.362 0.111 -0.09
C 2.918 0.957 -0.126 -0.19
C 1.745 0.195 -0.280 -0.29
C -3.891 -0.625 -0.474 -0.22
C 2.942 2.489 -0.152 -0.03
C -5.027 -1.097 0.279 -0.04
C -1.906 0.680 -0.621 -0.15
N 4.227 -0.931 0.338 0.09
N 0.587 0.707 -0.625 0.23
N -3.030 0.120 0.014 0.01
N -0.731 -0.622 0.967 0.21
N -0.648 0.172 -0.046 -0.10
H 0.936 -1.653 -0.193 0.10
H 3.383 -2.759 0.448 0.11
H 5.026 0.881 0.288 0.12
H -3.918 -0.963 -1.562 0.16
H 1.914 2.924 -0.524 0.11
H 3.334 2.825 0.903 0.13
H 3.785 2.720 -0.840 0.09
H -5.085 -0.707 1.234 0.07
H -5.933 -1.148 -0.299 0.10
H -4.756 -2.155 0.370 0.11
H -1.998 1.799 -0.454 0.17
H -1.682 0.365 -1.713 0.17
H -1.564 -0.802 1.397 0.10
H 0.144 -0.790 1.429 0.14

---

2.
33
Properties=species:S:1:pos:R:3:mulliken_spin:R:1 method="wB97M-V/def2-TZVPD" lumo_ev="3.06 / 3.06" e_tot_ev=-65386.9651 homo_energy_ev="-2.25 / -3.41" multiplicity=3 s2=2.027 relative_energy_ev=0.332 charge=-1
V -0.516 1.162 -0.204 2.12
Cl 1.339 1.196 0.927 0.05
Cl -2.522 1.374 0.674 0.04
C -0.670 2.668 -1.167 -0.18
H -1.612 2.998 -1.600 0.02
H 0.114 3.425 -1.187 0.02
C -0.677 0.047 -1.796 -0.15
C -0.126 1.302 -2.181 0.07
H -1.757 -0.074 -1.937 0.03
C 1.382 1.403 -2.401 -0.02
H -0.607 1.620 -3.122 -0.01
C 1.891 0.155 -3.120 0.00
H 1.586 2.302 -2.996 0.00
H 1.905 1.537 -1.446 0.00
C 1.590 -1.105 -2.314 0.01
H 1.409 0.083 -4.104 0.00
H 2.970 0.233 -3.303 0.00
C 0.126 -1.229 -1.813 0.03
H 1.817 -1.985 -2.930 0.00
H 2.265 -1.165 -1.448 0.00
H -0.410 -1.934 -2.469 0.00
H 0.111 -1.708 -0.817 -0.01
C -2.355 -0.639 4.337 0.00
N -1.035 -1.184 4.153 0.00
C -0.382 -1.261 2.957 0.00
N 0.878 -1.808 3.062 0.00
O -0.872 -0.921 1.863 0.00
H -2.726 -0.236 3.390 0.00
H -2.329 0.160 5.089 0.00
H -3.040 -1.416 4.697 0.00
H -0.532 -1.521 4.963 0.00
H 1.490 -1.633 2.269 0.00
H 1.297 -1.846 3.974 0.00

---

3.
58
Properties=species:S:1:pos:R:3:mulliken_spin:R:1 method="wB97M-V/def2-TZVPD" lumo_ev="-4.15 / -5.46" e_tot_ev=-185650.5302 homo_energy_ev="-10.89 / -10.89" multiplicity=2 s2=0.762 relative_energy_ev=0.821 charge=+1
Ir 0.273 -2.561 -0.028 0.01
C 1.487 -3.205 2.847 0.00
O 0.266 -2.804 2.198 0.00
C -0.884 -3.572 2.563 0.00
C -1.024 -4.753 1.643 0.00
O -1.197 -4.276 0.300 0.00
C -2.571 -4.133 -0.091 0.00
H 1.309 -3.267 3.920 0.00
H 2.226 -2.437 2.644 0.00
H 1.842 -4.163 2.464 0.00
H -1.739 -2.903 2.453 0.00
H -0.813 -3.878 3.607 0.00
H -1.873 -5.376 1.928 0.00
H -0.125 -5.368 1.639 0.00
H -3.082 -5.090 0.019 0.00
H -2.567 -3.848 -1.140 0.00
H -3.076 -3.373 0.509 0.00
S 2.975 -0.367 -3.168 0.73
As 2.508 -2.249 -2.281 -0.08
S 0.346 -2.678 -2.320 0.00
S 2.478 -2.076 -0.062 -0.01
S 3.749 -3.722 -3.023 0.35
Cl -2.256 1.776 -5.719 0.00
C -1.770 2.185 -4.111 0.00
C -0.651 1.585 -3.555 0.00
C -0.268 1.932 -2.271 -0.01
C -0.986 2.862 -1.525 0.04
C -0.586 3.183 -0.104 0.00
C -1.516 2.454 0.886 0.00
N -1.599 1.031 0.558 0.00
C -2.577 0.454 -0.213 0.00
C -2.174 -0.813 -0.478 0.00
N -0.957 -1.009 0.141 0.01
C -0.627 0.127 0.743 0.00
O 0.745 2.765 0.096 0.00
C 1.468 3.554 1.033 0.00
C 2.851 2.991 1.138 0.00
C 3.876 3.615 1.780 0.00
Cl 3.787 5.131 2.575 0.00
S 5.333 2.715 1.740 0.00
C 4.577 1.472 0.843 0.00
C 3.268 1.745 0.593 -0.01
C -2.107 3.437 -2.113 0.00
Cl -3.064 4.591 -1.226 0.00
C -2.507 3.116 -3.399 0.00
H -0.084 0.862 -4.124 -0.02
H 0.618 1.482 -1.841 -0.02
H -0.687 4.258 0.080 0.00
H -2.522 2.864 0.835 0.00
H -1.144 2.562 1.904 0.00
H -3.457 0.995 -0.514 0.00
H -2.648 -1.569 -1.074 0.00
H 0.285 0.312 1.284 0.00
H 0.972 3.535 2.013 0.00
H 1.501 4.599 0.707 0.00
H 5.147 0.613 0.526 0.00
H 2.627 1.103 0.009 0.01
H -3.376 3.585 -3.838 0.00

---

4.
21
Properties=species:S:1:pos:R:3:mulliken_spin:R:1 method="wB97M-V/def2-TZVPD" lumo_ev="-15.99 / -15.99" e_tot_ev=-65569.4123 homo_energy_ev="-21.43 / -21.44" multiplicity=6 s2=9.345 charge=+4
Y 2.769 4.648 -0.140 0.00
Dy 0.759 0.756 0.583 5.06
Cl 3.240 2.522 1.317 0.00
Cl 0.777 2.825 -0.873 0.01
C -1.393 0.885 1.538 -0.04
C 4.873 5.673 0.075 0.00
C 2.913 7.078 0.178 0.00
O -2.516 0.640 1.646 0.00
O 5.985 5.958 0.265 0.00
O 3.160 8.199 0.345 0.00
C -1.055 -4.437 0.038 0.00
N -1.827 -3.194 -0.263 0.00
C -3.092 -3.453 -1.019 0.00
C -1.193 -2.051 -0.281 0.00
N -0.504 -1.092 -0.087 -0.02
H -1.651 -5.326 -0.197 0.00
H -0.832 -4.512 1.110 0.00
H -0.155 -4.515 -0.593 0.00
H -3.958 -2.979 -0.548 0.00
H -3.056 -3.088 -2.052 0.00
H -3.246 -4.539 -1.042 0.00

---

5.
20
Properties=species:S:1:pos:R:3:lowdin_charge:R:1 method="wB97M-V/def2-TZVPD" lumo_ev=-4.90 e_tot_ev=-10946.1070 homo_energy_ev=-9.03 relative_energy_ev=8.665
C 0.289 -1.411 -0.313 -0.07
C -0.253 -0.518 0.825 -0.22
C 0.006 0.966 0.615 -0.23
N 1.338 1.341 0.583 0.19
H -0.071 -0.924 -1.250 0.07
H 1.356 -1.595 -0.315 0.06
H -0.245 -2.357 -0.185 0.09
H -1.324 -0.714 0.916 0.10
H -0.593 1.438 1.415 0.16
H 2.006 0.657 1.056 0.03
H 1.436 2.304 0.900 0.12
H -1.761 0.214 -1.589 -0.10
H -0.879 1.359 -2.809 0.03
O -0.881 0.611 -2.213 -0.12
H -0.530 1.205 -0.362 0.17
H 0.357 -0.925 1.676 0.13
O 2.444 -0.722 1.421 -0.19
H -3.431 0.081 -1.222 -0.02
H 3.339 -0.708 1.789 0.00
O -2.603 -0.300 -0.939 -0.21

---

6.
67
Properties=species:S:1:pos:R:3:lowdin_charge:R:1 method="wB97M-V/def2-TZVPD" lumo_ev=-6.61 e_tot_ev=-66765.8628 homo_energy_ev=-13.12 charge=+2
Sn -1.113 -1.058 0.908 1.38
Cl 1.375 -3.074 1.190 0.62
C 2.452 -3.181 -0.219 -0.61
C 3.340 -4.238 -0.223 -0.09
C 4.211 -4.359 -1.297 -0.04
C 4.181 -3.432 -2.328 -0.04
C 3.280 -2.379 -2.291 -0.05
C 2.388 -2.228 -1.227 -0.39
P 1.215 -0.836 -1.158 0.98
C 2.211 0.530 -0.480 -0.36
C 3.283 0.275 0.373 -0.07
C 3.971 1.321 0.975 -0.06
C 3.604 2.634 0.727 -0.06
C 2.542 2.902 -0.129 -0.07
C 1.847 1.858 -0.720 -0.13
C 0.882 -0.422 -2.889 -0.40
C 1.627 0.497 -3.627 -0.10
C 1.306 0.750 -4.954 -0.06
C 0.248 0.083 -5.556 -0.06
C -0.493 -0.844 -4.832 -0.07
C -0.181 -1.089 -3.503 -0.11
H 3.348 -4.950 0.589 0.11
H 4.911 -5.184 -1.322 0.12
H 4.860 -3.529 -3.164 0.12
H 3.262 -1.665 -3.105 0.11
H 3.600 -0.744 0.563 0.10
H 4.807 1.106 1.628 0.12
H 4.153 3.447 1.183 0.11
H 2.272 3.927 -0.349 0.11
H 1.046 2.082 -1.415 0.09
H 2.463 1.015 -3.172 0.11
H 1.892 1.461 -5.522 0.12
H 0.006 0.276 -6.593 0.12
H -1.309 -1.374 -5.303 0.11
H -0.766 -1.813 -2.946 0.10
C -0.871 -3.082 5.243 -0.01
C -1.896 -2.495 5.961 0.00
C -2.644 -1.490 5.365 0.02
C -2.335 -1.093 4.076 -0.21
N -1.342 -1.666 3.375 -0.03
C -0.634 -2.638 3.954 -0.12
C -3.144 -0.058 3.371 -0.20
C -3.939 0.842 4.066 0.02
C -4.743 1.721 3.364 -0.01
C -4.739 1.678 1.979 -0.02
C -3.887 0.789 1.357 -0.13
N -3.090 -0.055 2.027 -0.02
H -0.266 -3.873 5.660 0.13
H -2.125 -2.821 6.966 0.13
H -3.475 -1.047 5.894 0.12
H 0.157 -3.089 3.371 0.05
H -3.928 0.861 5.146 0.12
H -5.372 2.425 3.893 0.13
H -5.380 2.318 1.389 0.12
H -3.852 0.726 0.278 0.11
C -1.888 2.041 -2.464 0.02
N -1.570 2.780 -1.235 -0.13
C -1.575 4.252 -1.251 0.01
C -1.275 2.138 -0.138 -0.29
O -1.260 0.879 -0.069 -0.33
H -2.400 2.716 -3.143 0.11
H -2.536 1.198 -2.236 0.10
H -0.975 1.668 -2.932 0.09
H -1.391 4.582 -2.269 0.10
H -0.781 4.636 -0.615 0.10
H -2.537 4.640 -0.921 0.10
H -1.026 2.752 0.729 0.17

---

7.
24
Properties=species:S:1:pos:R:3:lowdin_charge:R:1 method="wB97M-V/def2-TZVPD" lumo_ev=0.15 e_tot_ev=-28270.2577 homo_energy_ev=-10.67
C -2.019 -0.277 -1.945 -0.10
C -1.663 -1.716 -1.387 -0.13
B -0.266 -1.759 -0.578 -0.57
O 0.904 -1.447 -1.303 0.13
O -0.296 -2.144 0.800 0.00
P 0.472 -1.056 1.787 0.57
O 1.907 -1.458 2.064 -0.27
O -0.348 -1.167 3.245 -0.12
O 0.303 0.518 1.278 -0.21
C 1.528 1.055 0.718 -0.12
B 1.211 2.621 0.370 -0.48
O 0.648 3.402 1.404 0.13
O 1.489 3.121 -0.926 0.14
H -3.076 -0.031 -1.678 0.08
H -2.006 -0.331 -3.059 0.08
H -1.346 0.513 -1.553 0.06
H -2.460 -2.051 -0.683 0.10
H -1.605 -2.465 -2.216 0.11
H 1.575 -2.128 -1.168 0.12
H -0.106 -0.386 3.763 0.08
H 2.412 0.976 1.389 0.13
H 1.822 0.582 -0.251 0.11
H -0.275 3.146 1.509 0.10
H 1.194 2.481 -1.582 0.09

---

8.
54
Properties=species:S:1:pos:R:3:lowdin_charge:R:1 method="wB97M-V/def2-TZVPD" lumo_ev=-1.65 e_tot_ev=-43455.0449 homo_energy_ev=-7.77 relative_energy_ev=1.369
Pt -1.133 1.012 -0.434 1.08
C -0.414 6.205 0.674 -0.07
C 0.386 6.067 -0.453 -0.07
C 0.603 4.827 -1.020 -0.01
C 0.008 3.696 -0.456 -0.25
C -0.790 3.840 0.689 -0.04
C -1.002 5.085 1.246 -0.07
N 0.167 2.413 -0.992 -0.16
N 0.934 2.232 -1.979 0.11
C 0.826 0.963 -2.467 -0.30
C 1.650 0.484 -3.493 -0.02
C 1.539 -0.832 -3.887 -0.08
C 0.619 -1.685 -3.278 -0.07
C -0.237 -1.215 -2.285 -0.10
C -0.146 0.104 -1.899 -0.23
H -0.585 7.180 1.108 0.11
H 0.841 6.943 -0.895 0.11
H 1.218 4.709 -1.901 0.11
H -1.229 2.959 1.156 0.08
H -1.615 5.181 2.132 0.11
H 2.361 1.164 -3.945 0.11
H 2.176 -1.210 -4.675 0.10
H 0.560 -2.723 -3.581 0.11
H -0.965 -1.875 -1.834 0.09
C -0.465 -0.465 3.997 -0.05
C -0.799 0.192 2.828 -0.15
N -0.055 0.111 1.722 -0.01
C 1.029 -0.647 1.741 -0.10
C 1.450 -1.355 2.862 -0.21
C 0.688 -1.235 4.018 -0.01
C 2.699 -2.136 2.868 -0.03
C 3.115 -3.058 1.994 -0.03
C 2.376 -3.629 0.858 -0.27
C 3.046 -4.401 -0.091 0.00
C 2.294 -4.931 -1.124 -0.12
N 0.983 -4.737 -1.224 0.08
C 0.434 -4.003 -0.263 -0.20
N 1.054 -3.442 0.762 0.15
H -1.094 -0.378 4.873 0.11
H -1.699 0.796 2.776 0.10
H 1.589 -0.701 0.813 0.12
H 0.983 -1.759 4.919 0.12
H 3.363 -1.899 3.694 0.12
H 4.108 -3.472 2.129 0.11
H 4.112 -4.568 -0.022 0.11
H 2.749 -5.537 -1.900 0.11
H -0.639 -3.848 -0.322 0.11
N -2.818 -0.021 -0.273 -0.03
C -3.952 -0.077 -0.535 -0.17
C -5.295 -0.100 -0.800 -0.28
C -5.984 1.132 -0.657 -0.24
N -6.507 2.152 -0.527 0.13
C -5.983 -1.276 -1.174 -0.24
N -6.553 -2.233 -1.472 0.13